15
Properties=species:S:1:pos:R:3:forces:R:3 method="wB97M-V/def2-TZVPD" smiles=O.O.O.O.O e_tot_ha=-382.1758 relative_energy_kcal_mol=30.3 homo_energy_ev=-10.237 orbital_gap_ev=10.4
O 1.177867 0.605400 1.121800 0.6 0.4 0.4
H 0.528867 1.000400 1.711800 -0.1 -0.3 -0.3
H 0.739867 0.152400 0.365800 -0.1 0.4 0.7
O -1.513133 1.937400 -1.098200 -0.5 -0.1 0.8
H -1.163133 2.652400 -0.576200 -0.1 0.4 1.2
H -1.060133 2.172400 -1.881200 0.5 -0.1 -2.1
O -0.055133 -0.393600 -0.896200 0.2 -0.2 -0.9
H -0.578133 0.398400 -0.958200 -0.2 1.4 -0.7
H -0.665133 -0.859600 -0.348200 -0.5 -1.8 0.9
O 2.628867 -1.079600 -0.918200 1.9 -0.8 -0.3
H 3.086867 -0.774600 -0.125200 -0.7 0.1 -0.2
H 1.738867 -0.777600 -0.949200 -0.9 0.5 0.3
O -1.291133 -1.572600 1.250800 -1.0 -0.7 1.0
H -2.048133 -1.072600 1.570800 0.0 0.8 -0.3
H -1.527133 -2.388600 1.729800 0.8 -0.1 -0.6

---

15
Properties=species:S:1:pos:R:3:forces:R:3 method="wB97M-V/def2-TZVPD" smiles=O.O.O.O.O e_tot_ha=-382.1862 relative_energy_kcal_mol=23.8 homo_energy_ev=-10.719 orbital_gap_ev=10.9
O 0.280654 0.866645 -2.888812 0.0 -0.6 0.6
H 0.038517 0.048254 -2.420177 0.6 0.0 -0.3
H -0.564293 1.272180 -3.039319 -0.6 0.5 -0.3
O 1.053013 -1.762533 -1.627716 -0.3 -0.3 -0.5
H 1.086567 -1.250724 -0.798074 0.3 -0.2 0.1
H 1.444373 -2.633764 -1.492149 -0.1 0.4 0.1
O -0.782353 -0.268870 3.089982 0.1 1.0 -0.8
H -0.672877 -1.030079 3.621926 0.3 -1.2 1.1
H -1.405081 -0.562322 2.426517 -0.3 0.1 -0.3
O 1.109431 -0.202130 0.517350 0.6 -0.5 -0.2
H 0.545798 0.568677 0.468518 -0.2 0.8 0.0
H 0.839264 -0.637952 1.319924 -0.1 -0.1 0.7
O -0.769465 1.761372 0.572831 -0.7 -0.8 -0.3
H -1.326914 1.179848 0.014150 0.3 0.8 0.4
H -0.876634 2.651397 0.235048 0.0 0.2 -0.2

---

15
Properties=species:S:1:pos:R:3:forces:R:3 method="wB97M-V/def2-TZVPD" smiles=O.O.O.O.O e_tot_ha=-382.1271 relative_energy_kcal_mol=60.9 homo_energy_ev=-10.042 orbital_gap_ev=10.2
O 12.142610 -10.363210 15.907650 -2.1 -1.3 0.6
H 12.197040 -10.447260 14.955700 0.0 -0.2 0.0
H 13.020260 -10.090340 16.175050 0.1 0.2 0.0
O 16.122310 -8.304800 16.657700 0.3 0.3 0.1
H 16.547210 -8.582050 17.469380 0.0 0.0 0.3
H 16.433290 -8.926390 15.999570 0.2 -0.1 -0.3
O 15.488830 -10.700690 14.283800 1.2 -1.0 -0.8
H 14.734510 -10.654480 14.871250 -0.2 0.3 0.0
H 16.245750 -10.566470 14.854140 0.2 -0.3 0.0
O 14.379270 -6.987320 14.871690 0.3 2.5 -0.5
H 15.108350 -6.470240 15.214200 0.2 0.4 0.2
H 14.386630 -6.817920 13.929620 0.0 0.0 -0.4
O 13.996550 -9.137350 15.317410 -0.1 -0.6 0.5
H 14.580220 -8.449140 15.636650 -0.1 -0.1 0.0
H 13.294510 -8.667140 14.867680 0.0 0.0 0.3

---

15
Properties=species:S:1:pos:R:3:forces:R:3 method="wB97M-V/def2-TZVPD" smiles=O.O.O.O.O e_tot_ha=-382.1379 relative_energy_kcal_mol=54.1 homo_energy_ev=-9.971 orbital_gap_ev=10.0
H 1.730558 -0.830590 -0.078871 -0.1 0.1 -0.3
H 0.286624 -0.484309 0.245454 -0.1 -0.2 -0.1
H 1.045663 1.409158 -3.003107 0.0 0.0 0.0
H 2.538650 1.400440 -2.718580 0.0 0.1 0.1
H 0.481417 -2.395163 2.490065 0.0 -0.1 0.0
H -0.791958 -2.070694 3.253790 0.0 -0.1 0.0
H 2.626978 0.736945 0.927448 0.0 0.3 0.0
H 1.564818 1.739512 0.507070 0.1 -0.1 -0.4
H -4.072266 -0.296893 -0.495078 0.0 0.1 0.0
H -5.571065 -0.100775 -0.653761 0.0 0.1 0.0
O 0.979595 -0.321592 -0.404395 -1.1 -1.3 0.2
O 1.681571 1.440438 -2.279484 -0.1 0.2 -0.7
O -0.322894 -2.800295 2.833493 0.1 0.2 -0.1
O 2.438119 1.411200 0.265102 1.2 1.0 1.1
O -4.756320 0.381794 -0.474020 0.0 -0.2 0.0

---

15
Properties=species:S:1:pos:R:3:forces:R:3 method="wB97M-V/def2-TZVPD" smiles=O.O.O.O.O e_tot_ha=-382.1837 relative_energy_kcal_mol=25.4 homo_energy_ev=-10.408 orbital_gap_ev=10.9
O -0.679699 3.564067 0.917018 0.1 0.0 -0.1
H -0.184286 3.847339 1.692192 -0.1 -0.1 0.0
H -0.037996 3.081903 0.375946 -0.1 0.0 0.1
O 0.582167 -0.269840 0.688239 -0.1 0.3 -0.1
H -0.144257 -0.871467 0.473166 0.4 -0.1 -0.2
H 0.561781 0.405550 -0.009749 -0.2 -0.4 0.3
O 0.756026 -3.556041 -0.043716 0.0 -0.2 0.0
H 1.419610 -3.787449 0.615513 -0.1 0.1 -0.1
H 0.150449 -4.305293 -0.056446 0.0 0.1 0.0
O -1.924001 -1.611478 -0.234608 -0.2 0.2 0.1
H -2.211390 -0.860135 0.302447 -0.1 -0.1 -0.1
H -2.546102 -1.635197 -0.969902 0.1 0.0 0.0
O 1.100612 1.913104 -1.038315 0.3 0.3 -0.1
H 1.135109 2.383585 -1.879960 -0.1 -0.1 0.1
H 2.021975 1.701345 -0.831830 -0.2 0.0 0.0

---

15
Properties=species:S:1:pos:R:3:forces:R:3 method="wB97M-V/def2-TZVPD" e_tot_ha=-381.7751 multiplicity=2 relative_energy_kcal_mol=27.5 homo_energy_ev="-15.245 / -14.590" charge=+1 orbital_gap_ev="11.4 / 2.9"
O -0.845294 -0.894098 -2.564754 -0.2 0.4 0.2
H -0.734329 -1.706756 -3.058212 -0.1 -0.2 -0.3
H -0.264954 -0.990663 -1.809691 0.4 -0.3 0.1
O 1.144974 -0.962744 -0.054597 -0.5 0.4 0.0
H 1.892046 -1.346460 -0.513798 0.4 -0.1 -0.3
H 0.866219 -1.641874 0.559660 0.0 -0.3 0.3
O -2.294028 0.668230 2.342362 -0.8 0.6 1.6
H -2.366667 -0.279305 2.227726 -0.2 -1.3 0.1
H -1.893552 0.978233 1.530117 1.1 0.8 -2.2
O 2.742477 1.329820 1.300497 0.0 0.0 0.4
H 2.973032 2.024090 0.683204 0.3 0.5 -0.2
H 2.037570 0.848171 0.867649 -0.3 -0.5 -0.2
O -1.240392 0.799046 -0.173668 -0.3 0.3 1.0
H -0.457331 0.256730 -0.268306 0.6 -0.4 0.0
H -1.559769 0.917579 -1.068189 -0.4 0.1 -0.6

---

15
Properties=species:S:1:pos:R:3:forces:R:3 method="wB97M-V/def2-TZVPD" e_tot_ha=-381.7735 multiplicity=2 relative_energy_kcal_mol=28.5 homo_energy_ev="-16.620 / -15.099" charge=+1 orbital_gap_ev="13.0 / 4.1"
O 0.114566 -0.932358 0.889667 0.1 -0.6 -1.4
O -1.150444 -0.648030 -1.685346 0.2 0.7 0.8
O -0.940172 2.217088 -1.621843 0.4 -0.9 -0.3
O 2.004590 -2.382777 1.838117 -1.4 0.2 -0.3
O -0.317430 1.594425 0.681126 -1.0 -0.6 0.9
H -0.219857 -0.996629 -0.053494 -0.8 0.2 0.0
H -1.970007 -0.180026 -1.463992 -0.3 -0.5 0.0
H -1.331630 3.075271 -1.809980 -0.2 0.2 0.4
H 2.678673 -2.560314 1.180352 1.0 0.2 0.7
H 0.480031 1.224729 0.280818 0.0 -0.4 0.4
H 0.940633 -1.523812 0.815576 0.1 0.2 1.5
H -0.691001 0.085479 -2.116621 0.3 -0.1 -0.5
H -0.888054 1.919266 -0.652001 -0.6 1.0 -0.5
H 2.202628 -1.802378 2.597155 0.8 -0.5 -0.8
H -0.912525 0.910066 1.120465 1.4 0.9 -0.8

---

16
Properties=species:S:1:pos:R:3:forces:R:3 method="wB97M-V/def2-TZVPD" e_tot_ha=-553.2104 relative_energy_kcal_mol=35.9 homo_energy_ev=-24.395 charge=+3 orbital_gap_ev=4.2
Tl -19.386930 -14.282200 -19.583290 -0.4 -2.0 0.4
O -21.847840 -15.714070 -18.765250 1.4 0.1 -0.9
H -22.155690 -16.023630 -17.913410 -0.1 -0.1 1.1
H -22.644880 -15.608930 -19.284760 -0.8 0.4 -0.4
O -17.585550 -15.883760 -21.160780 -1.7 0.4 0.7
H -16.884100 -16.457430 -20.852390 0.8 -0.4 0.4
H -17.295650 -15.593810 -22.025710 0.4 0.6 -0.9
O -20.530860 -16.211030 -21.292140 0.6 0.6 1.5
H -21.448740 -16.435580 -21.139450 -0.7 0.1 0.1
H -20.284490 -16.720170 -22.064350 0.6 0.0 -1.0
O -20.891250 -12.391860 -17.815600 0.7 -0.3 -1.7
H -21.806120 -12.435270 -17.537450 -0.9 -0.6 0.3
H -20.513780 -11.686630 -17.289850 0.8 0.5 0.6
O -17.310690 -15.595540 -18.136170 -0.6 1.2 -1.3
H -16.900360 -16.349210 -18.560250 0.0 -0.8 -0.2
H -16.978420 -15.614840 -17.238700 -0.1 0.2 1.2